ORCA calculation (wB97M-V/def2-TZVPD) on 16 unconnected molecules or ions with the total composition C30H82BO36.

**Charge**: -1
**Orbital gap**: 9.27 eV
**HOMO**: -7.537 eV

Each line ends with the Mulliken charge.
Atoms and positions in Å:
O -2.674835 -1.155359 -0.171428  -0.32
C -1.543135 -0.922719 0.168492  0.63
O -0.883485 0.160631 -0.201218  -0.39
B 0.556635 0.085801 0.146622  -0.25
O 0.686745 -1.216929 0.805282  0.02
C -0.534695 -1.751329 1.026832  0.00
O -0.788155 -2.815889 1.556052  -0.56
O 0.928085 1.197631 1.063842  0.61
C 1.899995 1.969051 0.445132  0.53
O 2.406225 2.989501 0.867982  -0.89
C 2.283345 1.268381 -0.884008  0.59
O 1.431275 0.279901 -1.057378  -0.03
O 3.100235 1.674551 -1.736248  -0.71
O 3.653855 -1.210799 -2.635228  -0.66
H 3.465765 -0.274209 -2.574818  0.25
H 2.887205 -1.634899 -2.249718  0.15
O 4.749735 3.037171 1.968882  -0.71
H 3.947955 2.977381 1.449442  0.44
H 5.430635 3.260751 1.334362  0.27
C -2.329435 -1.125199 -3.394018  1.44
C -3.893415 -1.285179 -3.235668  -0.50
O -4.640345 -0.157949 -3.682128  -0.52
O -1.932105 -1.300799 -4.777108  -0.66
H -1.866225 -1.849289 -2.723768  -0.49
H -2.002765 -0.168159 -2.987228  -0.38
H -4.164155 -1.428459 -2.189598  0.07
H -4.290735 -2.151219 -3.765028  0.47
H -5.551305 -0.432809 -3.809458  0.30
H -0.973185 -1.256739 -4.789028  0.32
C -4.552875 2.644871 -1.360858  0.35
C -5.254325 1.476941 -0.545358  0.47
O -5.761465 1.760641 0.757922  -0.59
O -5.450305 3.694221 -1.634058  -0.62
H -4.075355 2.226801 -2.247028  0.22
H -3.879725 3.090871 -0.628708  -0.53
H -4.493595 0.703191 -0.441938  -0.40
H -6.171725 1.199651 -1.064578  0.40
H -5.982275 0.918941 1.163372  0.34
H -6.015435 3.448721 -2.370228  0.37
C -4.776795 -0.598629 2.651662  1.04
C -4.479315 -2.072999 2.961242  0.05
O -4.702805 -2.346599 4.330412  -0.57
O -6.173555 -0.228379 2.554852  -0.66
H -4.306255 -0.378809 1.693342  -0.73
H -4.310355 0.094061 3.352172  0.26
H -3.419025 -2.201729 2.743712  -0.59
H -5.167185 -2.669289 2.361762  0.51
H -5.563765 -2.761579 4.240172  0.42
H -6.672825 -0.368129 3.362802  0.30
C -3.090835 -5.085469 1.024952  0.53
C -3.462235 -4.630389 -0.374458  0.23
O -3.004365 -5.602229 -1.347958  -0.58
O -3.945785 -6.158649 1.508452  -0.64
H -3.082825 -4.223489 1.692042  -0.57
H -2.103525 -5.545569 1.065252  0.33
H -2.952015 -3.720199 -0.689628  -0.29
H -4.527135 -4.450759 -0.522168  0.35
H -3.429115 -6.450999 -1.203878  0.26
H -3.454205 -6.970049 1.655362  0.36
C 1.846005 6.319161 1.755862  0.02
C 1.967975 5.501631 3.006822  0.17
O 1.519005 6.028331 4.213012  -0.51
O 2.997035 7.141441 1.822022  -0.56
H 0.909035 6.875471 1.729482  0.14
H 1.879645 5.704891 0.856062  0.02
H 2.960225 5.074561 3.152252  0.31
H 1.459995 4.561111 2.793582  -0.27
H 1.916545 6.869091 4.451102  0.33
H 2.996105 7.612111 2.658732  0.32
C 0.618305 -3.791899 -2.501368  -0.66
C 0.809205 -4.500979 -1.186708  0.23
O 2.173895 -4.908279 -1.180448  -0.76
O 1.244115 -2.498669 -2.562888  -0.32
H -0.455715 -3.660179 -2.632588  0.19
H 0.903795 -4.334809 -3.402388  0.54
H 0.299385 -5.464179 -1.207358  0.33
H 0.600825 -4.070159 -0.207388  -0.14
H 2.361395 -5.233979 -0.297068  0.34
H 1.087315 -2.032159 -3.387138  0.10
C 6.191135 0.901831 -2.989368  0.11
C 6.771425 -0.384999 -2.392858  0.11
O 7.505715 -0.147779 -1.195218  -0.52
O 7.208015 1.714081 -3.578878  -0.63
H 5.683285 1.476541 -2.214838  0.17
H 5.485915 0.779531 -3.811438  -0.10
H 7.309535 -0.971829 -3.137278  0.30
H 5.970325 -1.044879 -2.059858  -0.09
H 7.939715 -0.976209 -0.978558  0.32
H 7.779775 2.006261 -2.865208  0.36
C -3.050075 3.503491 2.065542  -0.10
C -2.105395 4.579141 1.648122  -0.55
O -0.765905 4.144161 1.446412  -0.07
O -2.743735 2.914171 3.306152  -0.54
H -2.963525 2.752441 1.280342  -0.31
H -4.073055 3.878841 2.038972  0.46
H -2.104585 5.353131 2.415612  0.47
H -2.522735 5.055191 0.760822  0.25
H -0.673155 3.237061 1.146112  -0.09
H -2.855505 3.674371 3.881652  0.31
C 0.931795 -0.283639 4.230492  0.57
C -0.072205 0.945001 4.167192  0.33
O -1.334745 0.598171 3.679382  -0.44
O 1.064505 -0.776999 5.567092  -0.64
H 1.894915 0.029511 3.827462  0.06
H 0.577185 -1.193569 3.746352  -0.42
H 0.305975 1.776711 3.572762  -0.53
H -0.197465 1.449291 5.125372  0.58
H -1.798825 1.402691 3.436532  0.17
H 0.851685 -1.708279 5.662062  0.34
C 3.583735 -2.635099 0.406542  0.02
C 4.510415 -1.961769 1.511712  -0.63
O 5.320465 -1.019459 0.904282  -0.49
O 4.366325 -3.488249 -0.389338  -0.69
H 3.131325 -1.769149 -0.076748  0.17
H 2.833915 -3.211529 0.948392  0.22
H 5.014525 -2.764229 2.050272  0.30
H 3.913255 -1.446829 2.264262  0.31
H 5.537275 -1.350189 0.029522  0.21
H 3.740605 -3.901279 -0.988898  0.54
C 2.934645 1.706981 -5.328088  0.37
C 3.106245 3.181521 -5.381368  -0.55
O 1.954385 4.025351 -5.508758  -0.57
O 1.941635 1.251671 -6.218788  -0.52
H 2.468325 1.409331 -4.388918  -0.39
H 3.898795 1.212541 -5.446588  0.42
H 3.714795 3.363191 -6.267238  0.36
H 3.646745 3.544391 -4.507138  0.32
H 1.522595 4.088471 -4.653678  0.29
H 2.347175 1.213231 -7.088068  0.31
C -0.799385 2.774881 -2.794108  0.77
C -0.163275 4.169211 -2.449688  -0.36
O 0.404005 4.877161 -3.487918  -0.59
O -1.789455 2.858901 -3.734388  -0.59
H -1.193615 2.457651 -1.828678  -0.43
H -0.058195 2.032181 -3.089288  0.16
H 0.554055 3.926891 -1.665588  0.10
H -0.792765 4.876651 -1.909898  0.44
H 0.470875 5.799921 -3.231708  0.31
H -1.220005 2.892051 -4.506548  0.42
C -1.359325 -5.452269 4.263232  -0.25
C 0.052725 -5.969789 3.760902  -0.69
O 0.936445 -4.928309 3.505132  -0.46
O -1.204965 -5.389909 5.647532  -0.56
H -2.075165 -6.271809 4.199662  0.41
H -1.785305 -4.582499 3.763082  0.23
H -0.049005 -6.511799 2.820702  0.31
H 0.401005 -6.850419 4.300612  0.36
H 0.876115 -4.402929 4.306342  0.36
H -2.094765 -5.188379 5.946252  0.33

Cartesian forces, eV/Å:
O 0.434 -0.503 0.673
C 0.171 0.917 0.016
O 0.313 0.327 -0.442
B -0.323 0.298 0.210
O -0.973 -0.469 0.660
C 0.235 -1.549 -0.917
O 0.476 1.642 -0.300
O 1.680 1.566 -1.541
C -0.039 -0.272 1.445
O -1.742 -1.538 -0.724
C 0.853 1.363 -2.452
O 0.063 -0.413 0.466
O -2.109 -1.265 2.675
O 0.582 0.001 -0.340
H -0.020 0.503 0.071
H -0.382 -0.331 0.085
O 0.680 0.044 0.548
H -0.151 0.105 -0.112
H 0.197 -0.015 -0.088
C -1.641 -0.071 -0.253
C 0.486 0.035 0.018
O 0.439 0.635 -0.336
O -0.400 -0.018 1.110
H -0.013 -0.470 -0.175
H -0.236 0.373 -0.256
H 0.597 -0.125 0.277
H 0.600 -0.350 -0.223
H 0.054 -0.033 0.009
H 0.080 0.123 -0.162
C -1.342 -0.831 2.442
C -0.040 0.533 -0.559
O 0.833 1.407 -0.221
O -0.247 0.429 -0.430
H 0.145 0.037 0.091
H 0.613 -0.057 -0.429
H -0.140 -0.456 -0.466
H 0.398 -0.629 -0.916
H -0.216 -0.041 0.287
H -0.019 -0.085 -0.057
C 0.001 0.167 0.118
C 0.094 2.044 -0.158
O -0.711 -0.590 -0.044
O 0.289 -0.726 -0.545
H -0.371 0.041 -0.238
H 0.246 -0.337 0.327
H -0.055 -0.376 -0.227
H 0.441 -0.281 -0.398
H -0.117 -0.204 1.082
H 0.401 -0.021 0.228
C 0.149 -0.721 0.257
C 0.700 -1.086 -0.785
O -0.045 0.316 -0.024
O -0.722 0.701 -0.224
H -0.296 -0.195 0.235
H 0.400 0.695 -0.483
H 0.098 0.089 0.516
H -0.199 -0.085 0.388
H -0.224 0.040 0.211
H 0.237 0.298 -0.095
C 0.711 0.021 1.264
C -0.233 -2.957 -0.803
O -1.125 0.570 0.778
O 0.470 1.407 -1.342
H -0.123 0.225 0.080
H 0.328 -0.016 0.156
H 0.611 0.662 -0.417
H -0.889 0.087 0.573
H 0.277 -0.063 -0.224
H -0.041 0.017 -0.047
C -1.471 1.425 -0.514
C 1.225 -1.445 -0.506
O 1.000 -0.067 0.237
O 0.018 -0.376 1.137
H -0.360 0.090 0.109
H 0.472 -0.708 0.499
H -0.970 0.251 -0.315
H -0.480 0.967 -0.498
H 0.224 -0.140 0.121
H -0.120 -0.326 -0.165
C 0.737 0.187 0.263
C -1.503 -0.694 0.126
O 0.724 0.716 -0.404
O 0.222 0.090 0.027
H -0.134 -0.118 0.197
H -0.053 -0.727 0.274
H 0.490 0.327 -0.158
H -0.595 0.105 -0.602
H 0.068 0.056 0.164
H 0.144 0.026 0.058
C -0.057 -0.532 -1.428
C 0.359 0.126 0.112
O 0.021 0.792 0.208
O -0.240 0.563 0.053
H -0.277 -0.497 0.236
H -0.157 -0.030 0.019
H 0.422 0.176 0.151
H 0.053 -0.017 -0.352
H -0.449 -0.279 0.021
H 0.267 -0.317 0.868
C -1.409 0.086 0.563
C 0.889 0.040 0.020
O -0.416 -1.364 -0.434
O 0.542 0.801 1.090
H 0.084 -0.099 0.141
H -0.280 0.725 -1.244
H 0.594 -0.319 -0.524
H 0.328 -0.614 0.721
H -0.177 0.316 0.105
H -0.087 0.202 -0.453
C 0.881 0.824 2.656
C -1.800 -1.266 -0.948
O 0.811 0.516 -0.051
O 0.390 0.564 0.026
H -0.161 -0.311 -0.612
H -0.407 0.033 -0.031
H 0.593 -0.118 -0.092
H -0.303 0.069 -0.125
H 0.206 0.044 -0.184
H -0.090 -0.181 -0.484
C -1.709 -0.502 1.331
C 0.303 1.731 -0.355
O 0.536 -1.132 -0.575
O 0.232 -0.455 -1.036
H 0.594 0.033 0.511
H 0.054 -0.096 -0.003
H 0.098 0.446 -0.106
H 0.484 -0.319 0.071
H -0.221 0.238 0.267
H -0.252 0.019 -0.302
C 0.924 1.743 1.913
C -0.333 -1.154 1.937
O 0.523 0.141 -1.303
O -0.427 -0.128 -1.119
H -0.243 -0.245 0.038
H 0.470 0.091 0.065
H 0.731 -0.143 0.064
H -1.042 -0.513 -0.064
H 0.095 -0.038 -0.162
H -0.825 0.156 -1.008
C 1.415 -2.882 -0.642
C -2.358 -0.436 -1.891
O 0.446 0.071 0.785
O -0.167 1.431 1.418
H -0.208 -0.241 -1.222
H 0.566 0.325 0.032
H -0.514 0.476 -0.706
H 0.315 0.597 1.387
H 0.471 0.490 0.022
H 0.079 0.185 0.730